65
Properties=species:S:1:pos:R:3:forces:R:3 method="wB97M-V/def2-TZVPD" de_lowest_kcal_mol=16.52 e_lumo_ev="-1.56 / -1.02" mol_weight_da=838.73 gap_ev="6.8679 / 7.4458" multiplicity=3
Mo 0.25980 -0.04372 -0.30728 0.1255 0.5027 0.6122
C -1.98624 2.62504 0.26630 0.1344 0.0306 0.1107
O -1.59148 1.26228 0.09284 -0.3759 -0.2643 -0.2537
Si -2.72329 0.06680 -0.44925 0.0212 0.2425 -0.0731
C -3.04382 0.44996 -2.24944 0.0285 0.0408 0.0774
C -4.37609 0.19604 0.40407 0.0485 0.0801 -0.0069
C -1.56178 -1.26408 -0.06129 0.2489 -0.5386 0.2801
Si -1.68932 -1.72361 1.80884 -0.0677 -0.0010 -0.3478
C -0.26990 -2.70956 2.51795 -0.0151 0.1194 -0.0053
C -1.79606 -0.19442 2.90899 0.0174 -0.0133 -0.1226
C -3.25166 -2.73820 2.06991 0.0618 0.0539 0.0034
Si -1.64632 -2.72625 -1.24531 0.0555 0.0717 0.0191
C -3.43658 -3.18050 -1.61806 0.0774 0.0133 -0.0006
C -0.80670 -2.25449 -2.86560 0.0081 0.0410 0.0963
C -0.84130 -4.29404 -0.62717 -0.0146 0.0785 0.0244
H -2.96241 2.64560 0.74947 -0.0397 0.0295 0.0142
H -2.03663 3.13135 -0.69834 0.0040 0.0210 0.0161
H -1.26389 3.12514 0.90822 -0.0372 0.0137 -0.0128
H -3.64204 1.35794 -2.34622 -0.0155 0.0496 0.0105
H -3.59484 -0.35480 -2.73348 -0.0495 -0.0371 -0.0460
H -2.11817 0.59849 -2.80155 0.0962 0.0152 -0.0699
H -4.91318 1.09533 0.09749 -0.0011 0.0324 -0.0108
H -4.33972 0.16220 1.48963 -0.0053 -0.0108 0.0278
H -4.96811 -0.65762 0.06453 -0.0498 -0.0332 -0.0099
H 0.62920 -2.10064 2.61153 0.0106 -0.0236 0.0056
H -0.01341 -3.58895 1.93756 0.0308 -0.0756 -0.0633
H -0.56493 -3.03152 3.51891 -0.0450 -0.0202 0.0692
H -0.99739 0.51973 2.70223 -0.0119 0.0003 0.0196
H -1.66944 -0.52758 3.94089 -0.0002 -0.0125 0.0614
H -2.74452 0.33649 2.85123 -0.0358 0.0470 -0.0196
H -3.18902 -3.70068 1.56383 0.0144 -0.0876 -0.0488
H -4.14729 -2.23183 1.71489 -0.0658 0.0149 -0.0240
H -3.38014 -2.93951 3.13479 -0.0050 -0.0005 0.0676
H -4.06602 -2.32949 -1.87541 -0.0443 0.0458 -0.0278
H -3.89117 -3.68179 -0.76411 -0.0421 -0.0218 0.0770
H -3.46802 -3.87480 -2.45937 -0.0117 -0.0498 -0.0511
H -1.39152 -1.52405 -3.42436 0.0037 0.0539 -0.0392
H -0.68737 -3.13371 -3.49991 -0.0056 -0.0676 -0.0322
H 0.19473 -1.83845 -2.70952 0.0052 -0.0172 -0.0162
H -1.32722 -4.66707 0.27312 -0.0166 -0.0554 0.0976
H 0.21580 -4.15572 -0.41216 0.0793 0.0026 0.0275
H -0.93707 -5.06554 -1.39313 -0.0085 -0.0309 -0.0598
Cl 5.65063 -4.22551 -0.00242 -0.0183 -0.0139 0.0127
C 4.59173 -2.92212 -0.37909 0.0461 0.0435 -0.0465
C 5.04547 -1.87352 -1.19128 -0.1399 0.0285 0.0411
Cl 6.65133 -1.88392 -1.79930 0.0614 0.0010 -0.0263
C 4.19526 -0.81912 -1.51335 -0.0620 -0.0340 0.0460
Cl 4.67685 0.47921 -2.53115 -0.0050 -0.0136 0.0187
C 2.90485 -0.82374 -0.99693 -0.1033 0.1092 -0.0086
O 1.97450 0.09905 -1.25736 -0.0711 -0.6237 -0.4347
C 2.45858 -1.84838 -0.16359 -0.0322 0.0687 -0.4594
O 1.17103 -1.72358 0.18281 0.1407 0.3715 0.1381
C 3.29360 -2.92098 0.12493 -0.0386 -0.0297 0.2334
Cl 2.70954 -4.20741 1.11292 0.0327 0.0800 -0.0585
Cl 1.73003 0.93933 2.68581 0.0025 0.0951 -0.0551
C 1.55250 2.21842 1.51808 0.0047 -0.0644 0.1357
C 0.96787 1.90751 0.30949 0.0559 -0.2444 0.0584
C 0.92523 2.90064 -0.65283 0.0248 0.0048 -0.0666
Cl 0.27330 2.46842 -2.21447 -0.0122 0.0252 0.0857
C 1.38405 4.18842 -0.42220 0.0303 0.0495 0.0082
Cl 1.29022 5.39096 -1.64624 -0.0098 -0.0280 0.0123
C 1.92716 4.49169 0.83011 -0.0214 -0.0276 -0.0434
Cl 2.49297 6.07891 1.15542 0.0036 0.0174 0.0085
C 2.02390 3.50027 1.80448 0.0147 -0.0531 0.0507
Cl 2.72352 3.85149 3.33374 -0.0109 -0.0016 -0.0268